(1)
C38H24Cl4IN2O7PSW | ωB97M-V/def2-TZVPD

Last column: Löwdin charge in e.
Atoms and positions in Å:
W (-0.23700, 0.14154, 0.28450)  1.583
O (-0.82945, -1.53853, 0.91342)  -0.415
C (-0.92531, -2.79510, 0.48916)  -0.296
C (-1.12174, -3.81744, 1.40825)  0.025
C (-1.22067, -5.11899, 0.96178)  -0.039
C (-1.13590, -5.42455, -0.40042)  -0.063
C (-0.94929, -4.41088, -1.30961)  -0.010
C (-0.83740, -3.07840, -0.88476)  -0.131
C (-0.51193, -2.06492, -1.84147)  0.005
N (-0.42463, -0.80426, -1.56536)  -0.108
N (0.09722, 0.01876, -2.57479)  0.150
C (0.95151, 0.83601, -2.07660)  -0.400
O (1.24096, 0.79527, -0.76788)  -0.267
C (1.58714, 1.86014, -2.92088)  -0.141
C (2.27196, 1.48562, -4.07052)  -0.013
C (2.85217, 2.45890, -4.86748)  -0.071
C (2.72788, 3.80046, -4.53278)  -0.080
C (2.05923, 4.16906, -3.37321)  -0.066
C (1.50271, 3.19858, -2.55452)  -0.005
H (-1.18765, -3.57042, 2.46026)  0.121
H (-1.37607, -5.91456, 1.67868)  0.113
H (-1.21374, -6.45034, -0.73118)  0.108
H (-0.88686, -4.62880, -2.36862)  0.122
H (-0.27585, -2.35503, -2.86148)  0.155
H (2.36668, 0.43491, -4.30999)  0.120
H (3.40533, 2.17044, -5.75161)  0.105
H (3.15363, 4.56037, -5.17514)  0.103
H (1.97178, 5.21211, -3.09884)  0.106
H (0.97775, 3.48923, -1.65397)  0.103
O (3.21980, -3.32230, -0.69911)  -0.275
S (2.92810, -1.94074, -0.44125)  0.500
O (3.10406, -1.02535, -1.53801)  -0.274
O (1.57318, -1.76882, 0.20787)  -0.470
C (3.95878, -1.41158, 0.89402)  -0.246
C (5.28010, -1.82318, 0.97761)  -0.030
C (6.04160, -1.43272, 2.06628)  -0.050
C (5.50051, -0.61699, 3.05253)  -0.054
C (4.18051, -0.20665, 2.97435)  -0.055
C (3.40199, -0.62765, 1.89478)  -0.283
P (1.64511, -0.22403, 1.94576)  1.103
C (0.95238, -1.12855, 3.35243)  -0.306
C (1.56593, -2.30186, 3.78786)  -0.062
C (0.98209, -3.05186, 4.79763)  -0.072
C (-0.19930, -2.62282, 5.38475)  -0.073
C (-0.80949, -1.45184, 4.95283)  -0.055
C (-0.25479, -0.71508, 3.91876)  -0.085
C (1.50328, 1.49275, 2.44715)  -0.441
C (2.01751, 2.60216, 1.30678)  -0.027
C (3.11760, 3.61917, 1.84826)  0.010
C (2.51983, 4.26210, 2.87368)  -0.288
C (0.98580, 4.29672, 4.89651)  -0.340
C (1.41662, 2.18748, 3.68307)  -0.353
H (5.68777, -2.45393, 0.19894)  0.125
H (7.06808, -1.76468, 2.14979)  0.112
H (6.10455, -0.30934, 3.89558)  0.112
H (3.74134, 0.42264, 3.73914)  0.114
H (2.48952, -2.63116, 3.32819)  0.114
H (1.45381, -3.96829, 5.12712)  0.108
H (-0.64833, -3.20185, 6.18142)  0.107
H (-1.72513, -1.11004, 5.41650)  0.114
H (-0.73860, 0.20176, 3.60629)  0.093
H (2.32167, 2.12663, 0.38720)  0.089
H (3.88772, 4.02443, 1.21232)  0.105
H (2.81572, 5.30446, 2.77241)  0.142
H (1.08337, 4.52355, 5.92900)  0.013
H (1.45814, 1.43197, 4.57202)  0.165
Cl (-1.40606, 5.88610, 3.78651)  0.720
C (-1.03016, 4.87426, 2.43970)  -0.619
C (-1.67926, 5.07302, 1.25287)  -0.694
Cl (-2.83233, 6.35086, 1.09120)  0.663
C (-1.54462, 4.14690, 0.17209)  -0.611
Cl (-2.62166, 4.22134, -1.16941)  0.725
C (-0.67709, 3.10895, 0.24204)  -0.427
O (-0.77820, 1.98355, -0.47111)  -0.376
C (0.25405, 3.02856, 1.34628)  -0.148
O (-0.02976, 1.58667, 1.86913)  -0.382
C (0.07263, 3.97922, 2.54902)  -0.337
Cl (1.23526, 3.70998, 3.57262)  0.900
I (-2.90750, 0.50230, 0.90707)  0.480

## Properties
molar mass	1136.21	g mol⁻¹
E_tot	-137228.4703	eV
HOMO level (spin up / spin down)	-7.1 / -6.8	eV
lowest unoccupied orbital energy (spin up / spin down)	-1.91 / -2.74	eV

---

(2)
C38H25Cl65N2O4 | ωB97M-V/def2-TZVPD

Last column: Löwdin charge in e.
Atoms and positions in Å:
C (1.69550, 1.08125, 1.74761)  -0.125
N (0.76139, 0.51135, 0.70060)  -0.131
C (-0.66007, 0.65734, 1.19458)  -0.210
C (-1.77347, 0.21975, 0.12600)  -0.259
C (-2.95690, 1.33842, 0.28617)  -0.081
C (-3.92232, 1.01960, 1.54397)  -0.088
C (-3.39369, 0.97873, 3.02751)  -0.015
C (-4.30072, 0.63951, 4.25075)  -0.053
C (-5.81005, 0.34339, 4.04936)  -0.264
C (-6.35153, 0.40949, 2.58294)  -0.188
C (-5.45007, 0.74398, 1.33424)  -0.135
C (-6.19145, 0.74074, -0.07647)  -0.073
C (-2.29534, -1.31826, 0.27137)  -0.109
C (-1.11344, -2.26456, 0.79655)  -0.139
C (-1.28104, -3.81711, 0.47379)  -0.132
C (0.05741, -4.64064, 0.34793)  -0.011
C (0.05328, -6.16957, 0.07223)  -0.242
C (-1.30271, -6.92023, -0.13415)  -0.084
C (-2.65006, -6.13314, -0.01397)  -0.049
C (-2.60882, -4.59308, 0.31200)  -0.076
C (-2.90878, -1.52042, -1.19479)  -0.308
O (-3.62627, -2.40514, -1.69966)  0.040
O (-2.59811, -0.41078, -2.08536)  -0.133
C (-1.44851, 0.23147, -1.43653)  -0.556
Cl (-0.07493, -0.86366, -2.06612)  0.778
C (-1.17681, 1.63828, -2.19716)  -0.174
O (-0.07033, 1.44217, -3.15191)  -0.417
N (0.99012, 2.21937, -2.82234)  -0.033
O (2.00764, 1.59862, -2.98011)  0.039
H (2.75610, 0.70129, 1.53734)  0.094
H (1.33967, 0.65377, 2.74830)  0.079
H (1.63807, 2.22205, 1.77199)  0.059
H (0.82769, 1.16232, -0.11178)  0.077
H (-0.75151, 1.76431, 1.53925)  0.002
H (-0.69734, 0.04931, 2.18036)  0.120
H (-3.56748, 1.47033, -0.67577)  0.111
H (-2.52244, 2.38772, 0.51418)  0.092
H (-2.28785, 1.17683, 3.28185)  0.041
H (-3.86879, 0.58352, 5.31823)  0.099
H (-6.51953, 0.08045, 4.90490)  0.084
H (-7.45578, 0.18310, 2.40960)  0.090
H (-5.53685, 1.00998, -0.96996)  0.061
H (-7.10451, 1.45026, -0.10817)  0.098
H (-6.56328, -0.34044, -0.26015)  0.046
H (-3.16492, -1.52079, 0.98238)  0.161
H (-1.09672, -2.16524, 1.95124)  0.135
H (-0.06384, -1.94327, 0.45610)  0.088
H (1.05626, -4.10326, 0.49286)  0.094
H (1.06279, -6.70871, 0.03058)  -0.048
H (-1.31844, -8.04522, -0.36531)  0.090
H (-3.67636, -6.62050, -0.15085)  0.073
H (-3.60919, -4.03524, 0.39359)  -0.061
H (-0.92267, 2.45526, -1.44130)  0.095
H (-2.07477, 1.92217, -2.86652)  0.103
C (2.13269, -8.32377, -2.96669)  -1.976
Cl (1.09195, -8.78641, -4.33162)  0.525
Cl (3.52977, -7.40466, -3.57137)  0.509
Cl (1.20644, -7.31553, -1.82714)  0.615
Cl (2.70354, -9.78841, -2.13383)  0.506
C (3.90632, -7.50430, 1.64725)  -1.984
Cl (4.00655, -7.39292, -0.12360)  0.477
Cl (5.53455, -7.35349, 2.34646)  0.506
Cl (2.87457, -6.19706, 2.26601)  0.547
Cl (3.21012, -9.07413, 2.10228)  0.532
C (-0.74746, -1.12632, -6.54742)  -1.967
Cl (-0.09715, -0.71082, -8.14716)  0.499
Cl (-0.31580, 0.14082, -5.37770)  0.552
Cl (-2.51708, -1.25466, -6.64511)  0.497
Cl (-0.06617, -2.67887, -6.01645)  0.536
C (8.13953, -7.12159, -1.83102)  -1.994
Cl (7.24724, -7.35444, -0.31297)  0.479
Cl (7.84084, -8.50228, -2.91009)  0.485
Cl (7.58966, -5.62605, -2.61749)  0.525
Cl (9.87897, -7.00164, -1.48372)  0.506
C (-1.84447, 5.14863, -4.08574)  -1.983
Cl (-2.19751, 4.52220, -2.45932)  0.573
Cl (-1.16380, 3.84685, -5.08432)  0.533
Cl (-3.34493, 5.74232, -4.82857)  0.514
Cl (-0.67359, 6.47900, -3.96774)  0.527
C (-0.32661, 4.24643, 3.68243)  -1.959
Cl (-0.69426, 3.90789, 1.97609)  0.592
Cl (-1.55314, 5.34568, 4.34555)  0.548
Cl (-0.33254, 2.72670, 4.60374)  0.557
Cl (1.27639, 5.00330, 3.80079)  0.475
C (-7.10825, -4.37937, -0.66274)  -1.974
Cl (-7.24768, -4.67517, -2.40852)  0.532
Cl (-7.93752, -5.67597, 0.22612)  0.521
Cl (-5.39078, -4.34892, -0.20291)  0.638
Cl (-7.85674, -2.81677, -0.26495)  0.527
C (-8.63885, 3.27363, 4.05293)  -1.951
Cl (-8.23456, 4.68065, 3.04394)  0.509
Cl (-7.33563, 2.05335, 3.92479)  0.693
Cl (-8.81011, 3.78982, 5.74750)  0.507
Cl (-10.17025, 2.56411, 3.49277)  0.511
C (3.11899, 1.65768, -8.17229)  -2.009
Cl (2.19984, 1.36082, -6.67978)  0.485
Cl (2.89115, 0.30002, -9.29544)  0.503
Cl (2.54269, 3.15722, -8.93258)  0.508
Cl (4.84549, 1.81708, -7.78281)  0.520
C (-5.61595, 0.72603, -5.22329)  -2.005
Cl (-7.36900, 0.64803, -4.94136)  0.520
Cl (-5.03762, 2.37777, -4.90564)  0.498
Cl (-4.79185, -0.40836, -4.13550)  0.559
Cl (-5.26783, 0.29221, -6.91201)  0.498
C (5.74498, 5.47205, 3.55905)  -1.981
Cl (3.99318, 5.41121, 3.84029)  0.433
Cl (6.34272, 7.12414, 3.84154)  0.495
Cl (6.56161, 4.35175, 4.66933)  0.504
Cl (6.08742, 4.99884, 1.88098)  0.530
C (10.53684, -11.77331, -2.64200)  -2.013
Cl (11.87188, -12.37141, -1.63277)  0.514
Cl (10.33942, -10.02586, -2.39089)  0.459
Cl (10.90062, -12.08856, -4.35252)  0.516
Cl (9.03436, -12.60876, -2.19235)  0.516
C (4.02339, 8.51589, 6.98617)  -1.991
Cl (3.79130, 8.64377, 8.74322)  0.492
Cl (3.61536, 10.06709, 6.22119)  0.519
Cl (5.72319, 8.11526, 6.64246)  0.492
Cl (2.96424, 7.24506, 6.34658)  0.500
C (-1.77763, 6.01593, -8.89241)  -2.017
Cl (-2.56677, 4.51000, -8.37679)  0.502
Cl (-0.51891, 5.64449, -10.09021)  0.514
Cl (-2.98520, 7.09823, -9.61853)  0.520
Cl (-1.03954, 6.81173, -7.48502)  0.496
C (10.02198, 1.87762, 5.14642)  -2.028
Cl (11.26421, 3.12924, 4.93151)  0.516
Cl (9.16402, 1.62475, 3.61142)  0.508
Cl (10.79245, 0.35880, 5.65179)  0.517
Cl (8.86619, 2.39830, 6.39185)  0.495
C (0.93818, 11.58431, 10.58349)  -2.021
Cl (0.11930, 10.11942, 11.16718)  0.515
Cl (2.13834, 11.13963, 9.35133)  0.471
Cl (-0.25924, 12.68907, 9.87391)  0.514
Cl (1.75369, 12.38812, 11.94205)  0.516

## Properties
energy above the lowest of the compared OMol25 structures with the same formula, charge and spin	1071.97	kJ/mol
molar mass	2878.07	g mol⁻¹
E_tot	-864917.9987	eV
HOMO level	-8.7	eV
lowest unoccupied orbital energy	-0.60	eV